The following is a DFT calculation (wB97M-V/def2-TZVPD) of a cluster of 2 separate species, C5H8O2 in total.

Geometry as XYZ:
```
15
Properties=species:S:1:pos:R:3:forces:R:3:nbo_charge:R:1
C -1.480670 0.658990 0.185290 -0.2 0.0 0.1 -0.083
O -1.018429 1.089686 -1.109786 0.0 0.0 -0.1 -0.505
C 0.232228 0.495810 -1.260832 0.1 -0.2 -0.2 0.328
C 0.075353 -0.890198 -0.678735 0.0 0.0 -0.1 -0.455
C -0.351407 -0.280401 0.664659 0.0 0.0 0.2 -0.418
C 0.735024 0.763173 0.945489 -0.2 0.0 -0.3 0.314
O 1.106735 1.139343 -0.258256 -0.1 0.1 0.2 -0.493
H -2.442780 0.151053 0.075525 0.1 0.0 0.0 0.199
H -1.593413 1.527347 0.845002 0.0 -0.1 -0.1 0.202
H 0.637860 0.675086 -2.252856 -0.1 0.0 0.1 0.208
H 0.995447 -1.477904 -0.634766 -0.1 0.2 0.0 0.231
H -0.715043 -1.446310 -1.190354 0.1 0.1 0.1 0.229
H -0.599712 -0.939618 1.496070 0.0 0.2 -0.1 0.242
H 2.157550 -0.371555 1.767350 0.2 -0.2 0.1 0.024
H 2.397035 -1.067869 1.616119 0.1 -0.1 0.1 -0.024
```
Positions in Å, forces in eV/Å.

Summary:
Electronic energy   -9405.6523 eV
Spin multiplicity   1
Orbital gap   9.34 eV
Energy above the lowest of the compared OMol25 structures with the same formula, charge and spin   96.39 kcal/mol
Molecular weight   100.117 g mol⁻¹

***

The following is a DFT calculation (wB97M-V/def2-TZVPD) of a structure of composition C5H8O2.

Geometry as XYZ:
```
15
Properties=species:S:1:pos:R:3:forces:R:3:nbo_charge:R:1
O 2.339395 -0.433900 1.471781 0.0 -0.1 -0.2 -0.949
C -1.363044 -0.419406 0.869545 0.0 -0.2 0.0 -0.134
C -0.498668 0.832032 0.876476 0.0 0.1 0.1 -0.459
C -0.192659 0.420391 -0.578991 -0.2 0.1 0.0 0.187
C 0.113525 1.229316 -1.753139 -0.2 0.2 -0.2 -0.103
O 1.112093 0.408155 -1.136656 0.2 -0.1 0.0 -0.512
C -1.053817 -0.785096 -0.380662 0.0 0.0 0.1 -0.233
H 2.304149 0.089672 0.657399 0.0 -0.1 0.1 0.484
H -2.002267 -0.852183 1.632262 0.0 0.1 -0.1 0.211
H 0.378765 0.774598 1.528008 -0.2 0.0 -0.1 0.248
H -1.017524 1.787651 1.013578 0.1 -0.2 -0.1 0.207
H -0.212122 0.904164 -2.742507 0.1 0.0 0.2 0.185
H 0.259713 2.302756 -1.640012 0.0 -0.2 0.0 0.186
H 2.019004 -1.300378 1.189454 0.1 0.1 0.1 0.468
H -1.326568 -1.614761 -1.026732 0.0 0.1 0.1 0.215
```
Positions in Å, forces in eV/Å.

Summary:
Electronic energy   -9406.8886 eV
Spin multiplicity   1
Orbital gap   10.71 eV
Energy above the lowest of the compared OMol25 structures with the same formula, charge and spin   67.88 kcal/mol
Molecular weight   100.117 g mol⁻¹

***

The following is a DFT calculation (wB97M-V/def2-TZVPD) of an isolated molecule of C5H8O2.

Geometry as XYZ:
```
15
Properties=species:S:1:pos:R:3:forces:R:3:nbo_charge:R:1
C -0.097490 1.439845 -1.160156 0.0 0.0 0.0 -0.623
C 0.209006 0.473177 -0.039844 -0.2 0.1 -0.2 0.150
O 1.148678 1.116070 0.808621 0.2 -0.1 0.2 -0.697
C -0.943324 -0.233372 0.741935 -0.1 0.1 0.1 -0.428
C -0.204322 -1.594346 0.636813 0.0 -0.2 0.0 -0.533
C 0.681049 -0.947286 -0.432865 0.4 -0.3 -0.3 0.579
O 1.406309 -1.360269 -1.295919 -0.4 0.2 0.4 -0.495
H -0.424654 2.399072 -0.746437 0.0 -0.1 0.0 0.224
H 0.815967 1.606670 -1.739490 -0.2 0.0 0.1 0.232
H -0.874788 1.056205 -1.827051 0.1 0.0 0.1 0.213
H 1.694561 0.458077 1.258391 -0.1 0.1 0.0 0.471
H -1.132145 0.163106 1.742312 0.1 -0.1 -0.1 0.224
H -1.886076 -0.248914 0.184643 0.2 0.1 0.0 0.214
H 0.379551 -1.849204 1.530654 -0.1 0.1 -0.1 0.232
H -0.772323 -2.478834 0.338392 0.1 0.1 0.0 0.236
```
Positions in Å, forces in eV/Å.

Summary:
SMILES   C[C@@]1(O)CCC1=O
Electronic energy   -9408.6964 eV
Spin multiplicity   1
Orbital gap   10.32 eV
Energy above the lowest of the compared OMol25 structures with the same formula, charge and spin   26.19 kcal/mol
Molecular weight   100.117 g mol⁻¹

***

The following is a DFT calculation (wB97M-V/def2-TZVPD) of a structure of composition C5H8O2.

Geometry as XYZ:
```
15
Properties=species:S:1:pos:R:3:forces:R:3:nbo_charge:R:1
O 2.228116 0.358605 1.162585 -0.1 0.3 0.0 -0.690
C 1.765435 -0.003762 -0.110484 -0.1 -0.2 -0.3 -0.128
C 0.292405 0.222060 -0.290882 0.0 0.0 -0.1 0.470
O -0.265989 1.304793 0.183896 0.1 0.0 0.0 -0.502
C -1.565187 0.437856 0.320700 -0.3 0.1 -0.1 0.111
C -1.957523 0.345630 -1.076561 -0.1 0.1 0.1 -0.465
C -0.759225 -0.573811 -0.723668 0.3 -0.3 -0.1 -0.371
H 1.768222 1.168278 1.425796 0.1 -0.1 0.0 0.482
H 2.261688 0.571878 -0.913565 0.0 -0.1 0.2 0.194
H 2.002016 -1.058722 -0.270985 -0.1 0.1 0.0 0.204
H 0.148366 -1.135204 2.151456 0.0 0.0 0.1 -0.033
H -0.542177 -0.889577 2.005682 0.1 -0.1 0.1 0.018
H -1.754000 1.136629 -1.797980 0.0 -0.1 0.1 0.223
H -2.862197 -0.234946 -1.248542 0.2 0.1 0.1 0.238
H -0.759957 -1.649712 -0.817455 0.0 0.1 -0.1 0.251
```
Positions in Å, forces in eV/Å.

Summary:
Electronic energy   -9404.0357 eV
Spin multiplicity   1
Orbital gap   9.71 eV
Energy above the lowest of the compared OMol25 structures with the same formula, charge and spin   133.67 kcal/mol
Molecular weight   100.117 g mol⁻¹

***

The following is a DFT calculation (wB97M-V/def2-TZVPD) of an isolated molecule of C5H8O2.

Geometry as XYZ:
```
15
Properties=species:S:1:pos:R:3:forces:R:3:nbo_charge:R:1
C -2.619285 0.066358 0.287393 0.6 -0.3 0.1 -0.227
C -1.598414 -0.296808 -0.238311 -0.4 0.2 0.2 -0.044
C -0.269159 -0.897831 -0.454576 0.1 -0.1 -0.1 0.019
O 0.112733 -1.401334 0.831383 0.0 -0.4 0.2 -0.719
C 0.842174 0.037184 -0.926632 0.1 -0.1 0.0 -0.435
C 1.056284 1.241917 -0.014865 -0.1 0.2 -0.4 -0.064
O 1.554111 0.901152 1.258095 -0.1 -0.1 0.2 -0.726
H -3.403205 0.322487 0.960253 -0.3 0.2 -0.4 0.242
H -0.325417 -1.756633 -1.132346 -0.2 0.2 -0.2 0.198
H -0.659280 -1.888715 1.150668 0.3 0.1 0.2 0.482
H 1.759626 -0.558756 -0.936630 0.0 0.0 -0.1 0.224
H 0.643809 0.354110 -1.959275 -0.1 0.0 0.3 0.222
H 1.800849 1.903268 -0.468665 -0.1 0.0 0.0 0.182
H 0.106781 1.794647 0.054986 0.1 0.0 0.1 0.160
H 0.998395 0.178953 1.588529 0.2 0.1 0.0 0.487
```
Positions in Å, forces in eV/Å.

Summary:
SMILES   C#C[C@H](O)CCO
Electronic energy   -9407.1957 eV
Spin multiplicity   1
Orbital gap   10.67 eV
Energy above the lowest of the compared OMol25 structures with the same formula, charge and spin   60.80 kcal/mol
Molecular weight   100.117 g mol⁻¹

***

The following is a DFT calculation (wB97M-V/def2-TZVPD) of an isolated molecule of C5H8O2.

Geometry as XYZ:
```
15
Properties=species:S:1:pos:R:3:forces:R:3:nbo_charge:R:1
O -1.625601 -2.255175 -0.397039 0.5 1.3 0.5 -0.504
C -1.304996 -1.135625 -0.111319 0.3 0.4 -0.3 0.643
C -1.994053 0.321921 -0.242888 0.1 -0.3 0.1 -0.516
C -0.574438 0.801414 -0.521486 0.3 0.5 0.0 -0.407
C 0.079189 -0.318347 0.259201 -0.1 -0.2 -0.1 -0.339
C 1.583063 -0.480047 -0.064678 -0.4 -0.7 -0.3 -0.061
O 2.339599 0.505732 0.650917 -0.1 -0.2 0.0 -0.727
H -2.745667 0.626770 -0.992619 0.2 -0.9 0.2 0.229
H -2.366330 0.654352 0.736352 0.2 -0.2 -0.1 0.225
H -0.199146 1.746491 -0.154010 -0.4 0.6 -0.2 0.224
H -0.368601 0.672193 -1.593462 0.1 0.2 0.2 0.198
H 0.007051 -0.061211 1.330523 -0.1 -0.3 -0.2 0.226
H 1.936452 -1.477758 0.198702 0.0 -0.1 0.0 0.174
H 1.735307 -0.309533 -1.141783 -0.1 -0.3 0.2 0.162
H 3.280097 0.319163 0.496669 -0.5 0.1 0.1 0.474
```
Positions in Å, forces in eV/Å.

Summary:
SMILES   O=C1CC[C@@H]1CO
Electronic energy   -9407.9021 eV
Spin multiplicity   1
Orbital gap   10.48 eV
Energy above the lowest of the compared OMol25 structures with the same formula, charge and spin   44.51 kcal/mol
Molecular weight   100.117 g mol⁻¹

***

The following is a DFT calculation (wB97M-V/def2-TZVPD) of an isolated molecule of C5H8O2.

Geometry as XYZ:
```
15
Properties=species:S:1:pos:R:3:forces:R:3:nbo_charge:R:1
O 2.034325 0.012537 -0.217706 0.0 -0.3 0.1 -0.717
C 0.839434 0.374113 0.452168 -0.5 0.1 0.1 0.065
C 0.071704 1.375501 -0.423924 -0.2 0.1 -0.2 -0.629
C -0.965215 0.688944 -1.255605 0.4 -0.2 -0.1 0.209
O -1.194127 -0.264528 1.411195 -0.2 -0.3 0.4 -0.726
C -0.803082 -0.748630 -0.881999 -0.2 0.2 -0.1 -0.623
C -0.200524 -0.759929 0.520896 0.3 -0.1 -0.2 0.061
H 2.534385 -0.580951 0.356787 0.0 0.1 -0.1 0.472
H 1.043646 0.753711 1.461533 0.0 0.0 -0.2 0.180
H -0.524527 2.064793 0.187677 0.1 0.0 0.0 0.284
H 0.698341 2.015020 -1.055507 0.0 0.0 0.1 0.269
H -2.010034 -0.775388 1.312119 0.3 0.1 0.0 0.474
H -1.696942 -1.367733 -1.015801 0.1 0.1 0.0 0.228
H -0.088185 -1.057907 -1.671541 0.0 0.0 0.2 0.283
H 0.216492 -1.721646 0.858074 -0.1 0.2 0.0 0.170
```
Positions in Å, forces in eV/Å.

Summary:
Electronic energy   -9405.9255 eV
Spin multiplicity   1
Orbital gap   8.76 eV
Energy above the lowest of the compared OMol25 structures with the same formula, charge and spin   90.09 kcal/mol
Molecular weight   100.117 g mol⁻¹

***

The following is a DFT calculation (wB97M-V/def2-TZVPD) of an isolated molecule of C5H8O2.

Geometry as XYZ:
```
15
Properties=species:S:1:pos:R:3:forces:R:3:nbo_charge:R:1
O -1.544209 1.546327 -0.725275 0.1 0.1 -0.1 -0.707
C -0.427891 1.252171 0.088988 0.4 -0.2 0.0 0.081
C -0.677169 0.284686 1.250413 2.1 -1.5 -0.5 -0.503
C 0.469824 -0.773008 0.417664 0.5 1.1 0.0 0.255
O 1.471570 -1.538528 0.976170 0.0 0.1 0.1 -0.685
C 0.006995 -0.933419 -1.014520 0.0 -0.1 0.2 -0.470
C 0.629261 0.343843 -0.530489 0.6 0.4 -0.7 -0.282
H -1.203700 2.016509 -1.499362 -0.2 -0.1 0.1 0.466
H 0.024255 2.190332 0.451331 -0.2 -0.4 0.1 0.175
H -0.207777 0.631217 2.166848 -0.3 -0.4 0.1 0.219
H -0.964029 -0.747439 1.141244 -3.1 0.4 0.8 0.282
H 1.192512 -2.464092 1.048582 -0.1 0.4 -0.1 0.480
H 0.665407 -1.518972 -1.653867 -0.1 -0.1 0.3 0.235
H -1.047920 -0.950672 -1.293818 0.2 0.1 0.2 0.233
H 1.612870 0.661045 -0.823910 0.1 0.2 -0.6 0.221
```
Positions in Å, forces in eV/Å.

Summary:
SMILES   O[C@H]1C[C@@]2(O)C[C@@H]12
Electronic energy   -9405.2122 eV
Spin multiplicity   1
Orbital gap   9.06 eV
Energy above the lowest of the compared OMol25 structures with the same formula, charge and spin   106.54 kcal/mol
Molecular weight   100.117 g mol⁻¹